Below is a molecular structure, C53H49BGeMnN9 in a non-equilibrium geometry, with properties calculated with wB97M-V/def2-TZVPD.

Atoms and positions in Å:
Mn -0.640 0.853 -0.271
C -5.461 -0.421 2.016
C -3.980 -0.252 2.103
C -3.169 -0.397 3.201
C -1.871 -0.064 2.777
N -1.899 0.204 1.457
N -3.198 0.128 1.074
B -3.691 0.596 -0.306
N -3.089 -0.214 -1.471
N -1.782 -0.117 -1.805
C -1.639 -0.701 -3.002
C -2.882 -1.209 -3.417
C -3.773 -0.880 -2.422
C -5.231 -1.187 -2.327
C -0.372 -0.809 -3.733
C -0.214 -1.808 -4.695
C 1.002 -1.985 -5.335
C 2.080 -1.168 -5.028
C 1.923 -0.145 -4.104
C 0.702 0.041 -3.478
N -3.259 2.067 -0.544
N -1.960 2.404 -0.714
C -1.932 3.687 -1.097
C -3.244 4.186 -1.129
C -4.056 3.126 -0.787
C -5.542 3.097 -0.651
C -0.706 4.446 -1.374
C -0.686 5.821 -1.129
C 0.462 6.562 -1.352
C 1.614 5.940 -1.812
C 1.600 4.580 -2.077
C 0.445 3.843 -1.875
C -0.721 0.102 3.679
C -0.925 0.035 5.059
C 0.115 0.261 5.944
C 1.381 0.574 5.473
C 1.599 0.627 4.106
C 0.561 0.385 3.223
H -5.834 -0.788 2.969
H -5.954 0.526 1.795
H -5.740 -1.130 1.236
H -3.493 -0.694 4.184
H -4.875 0.524 -0.338
H -3.109 -1.711 -4.342
H -5.505 -1.892 -3.109
H -5.466 -1.630 -1.359
H -5.840 -0.290 -2.443
H -1.038 -2.474 -4.916
H 1.117 -2.787 -6.053
H 3.036 -1.327 -5.511
H 2.759 0.501 -3.864
H 0.568 0.851 -2.778
H -3.570 5.168 -1.424
H -5.934 4.104 -0.773
H -6.000 2.454 -1.404
H -5.832 2.726 0.332
H -1.568 6.306 -0.733
H 0.458 7.628 -1.165
H 2.516 6.519 -1.966
H 2.493 4.097 -2.457
H 0.431 2.787 -2.115
H -1.904 -0.200 5.456
H -0.063 0.194 7.010
H 2.189 0.761 6.169
H 2.593 0.841 3.729
H 0.750 0.393 2.159
C 0.790 -0.435 -0.328
Ge 1.624 -2.144 0.073
C 0.835 -3.754 -0.766
C 0.559 -4.921 -0.056
C 0.048 -6.038 -0.703
C -0.192 -6.005 -2.070
C 0.085 -4.851 -2.788
C 0.601 -3.741 -2.137
C 3.428 -1.864 -0.715
C 4.150 -0.742 -0.302
C 5.336 -0.379 -0.922
C 5.825 -1.141 -1.976
C 5.136 -2.275 -2.379
C 3.949 -2.633 -1.751
C 1.948 -2.737 1.945
C 3.250 -2.870 2.417
C 3.503 -3.371 3.688
C 2.450 -3.763 4.500
C 1.145 -3.633 4.044
C 0.899 -3.124 2.778
H 1.623 0.153 -0.753
H 0.747 -4.964 1.009
H -0.162 -6.941 -0.142
H -0.587 -6.879 -2.573
H -0.099 -4.816 -3.856
H 0.835 -2.845 -2.694
H 3.771 -0.146 0.525
H 5.879 0.498 -0.587
H 6.742 -0.853 -2.475
H 5.524 -2.882 -3.188
H 3.416 -3.520 -2.076
H 4.082 -2.589 1.780
H 4.523 -3.461 4.042
H 2.645 -4.169 5.485
H 0.319 -3.934 4.676
H -0.124 -3.024 2.429
N 3.865 3.212 2.058
C 2.502 3.156 1.985
C 1.863 2.444 0.964
N 0.547 2.309 0.922
C -0.146 2.908 1.899
C 0.490 3.635 2.883
N 1.811 3.774 2.943
H 4.417 2.946 1.264
H 4.259 3.852 2.724
H 2.441 1.966 0.182
H -1.221 2.796 1.895
H -0.079 4.130 3.660

Cartesian forces, eV/Å:
Mn 0.671 -0.906 -0.176
C 0.044 -0.006 -0.065
C 0.046 0.046 0.043
C 0.002 0.008 0.126
C -0.413 -0.128 -0.328
N 0.064 0.459 0.490
N -0.255 -0.320 -0.101
B 0.495 0.012 -0.050
N -0.340 -0.153 0.028
N 0.325 0.153 -0.064
C -0.182 -0.044 0.278
C 0.026 0.066 -0.069
C 0.078 -0.065 -0.062
C 0.048 0.074 0.035
C 0.157 0.092 -0.031
C -0.030 0.080 -0.010
C -0.024 -0.072 -0.041
C 0.018 0.013 0.003
C 0.032 0.002 -0.032
C -0.133 -0.049 -0.019
N -0.330 0.166 -0.005
N -0.080 0.484 -0.091
C -0.371 -0.056 0.302
C 0.055 -0.022 -0.179
C 0.155 0.101 0.096
C 0.067 -0.093 -0.040
C 0.178 0.005 0.037
C 0.027 -0.064 0.057
C 0.000 0.013 -0.018
C 0.020 0.075 0.009
C 0.072 -0.016 -0.067
C -0.093 -0.075 0.040
C 0.236 -0.039 0.060
C -0.099 -0.068 0.017
C 0.016 0.016 0.109
C 0.008 -0.006 -0.007
C 0.139 -0.126 0.083
C 0.087 -0.254 -0.198
H -0.012 -0.011 -0.001
H -0.019 -0.024 0.008
H -0.017 -0.006 0.017
H 0.021 0.021 -0.024
H -0.081 0.007 -0.019
H 0.009 -0.043 0.027
H 0.002 -0.006 -0.002
H -0.056 -0.022 -0.025
H -0.007 -0.011 0.011
H 0.021 -0.028 0.035
H -0.009 0.032 -0.022
H 0.007 0.012 0.020
H -0.016 0.004 0.003
H 0.058 -0.037 0.028
H 0.034 0.029 0.022
H -0.011 0.001 -0.001
H -0.018 -0.003 0.020
H -0.052 0.006 -0.013
H -0.023 -0.008 -0.004
H 0.010 -0.011 0.045
H -0.004 -0.014 -0.031
H -0.034 -0.035 -0.005
H -0.005 0.006 0.011
H 0.045 0.056 -0.028
H -0.031 0.011 -0.014
H 0.006 -0.011 -0.022
H -0.034 -0.025 -0.036
H 0.022 -0.233 0.038
C 0.118 0.200 0.482
Ge 0.018 0.185 -0.039
C 0.132 0.252 0.159
C -0.016 0.013 -0.050
C -0.023 -0.054 -0.016
C -0.022 -0.022 0.001
C 0.014 -0.002 -0.059
C -0.015 0.033 0.032
C -0.269 -0.051 0.100
C 0.019 -0.021 -0.026
C -0.017 0.031 0.037
C 0.045 0.013 -0.016
C 0.040 -0.023 -0.045
C -0.038 -0.021 0.049
C -0.107 0.242 -0.343
C 0.039 0.041 -0.013
C 0.028 -0.027 0.051
C 0.017 0.043 0.028
C -0.079 -0.037 0.068
C -0.033 0.161 0.002
H -0.008 -0.085 -0.130
H 0.013 -0.029 0.013
H 0.004 0.010 0.013
H -0.012 0.007 0.003
H 0.026 -0.003 0.000
H -0.009 0.005 -0.060
H 0.014 0.032 -0.024
H 0.023 -0.021 -0.007
H 0.008 -0.019 0.010
H -0.010 0.006 -0.004
H 0.008 0.019 -0.042
H 0.008 -0.012 0.042
H -0.006 -0.019 -0.015
H -0.014 0.019 0.005
H 0.002 0.011 -0.005
H -0.022 -0.009 0.047
N -0.010 -0.091 -0.020
C -0.048 0.223 0.206
C -0.034 -0.204 -0.390
N -0.097 0.103 0.131
C -0.336 0.168 -0.159
C 0.223 0.202 0.069
N -0.078 -0.149 -0.209
H 0.035 0.037 0.002
H 0.024 0.037 -0.030
H -0.034 -0.073 0.021
H 0.020 -0.025 -0.059
H -0.063 -0.052 -0.010

For the electronic energy, the calculation gives -5794.70668 Eh. The HOMO energy (alpha / beta) comes out at -6.15 / -6.66 eV. The LUMO energy (alpha / beta) comes out at 0.11 / 0.05 eV. The spin multiplicity is 5.